12
Properties=species:S:1:pos:R:3:forces:R:3 method="wB97M-V/def2-TZVPD" spin_multiplicity=1 orbital_gap_ev=10.317 e_tot_ha=-447.94258 smiles="[H]/N=c1/c(O)n[nH]n1O" homo_energy_ev=-9.845 lumo_energy_ev=0.472 charge=0
H -1.062809 2.224444 0.232483 2.26 -1.00 0.10
N -0.026544 1.872882 0.241091 -2.30 2.34 0.32
C 0.062268 0.680658 -0.069189 0.99 -0.90 -1.18
C 1.316920 -0.158558 -0.179527 -2.79 1.14 1.04
O 2.533165 0.353819 -0.235912 1.11 -1.79 0.75
N 0.992843 -1.356438 0.001509 -0.08 -3.17 0.66
N -0.506495 -1.628386 0.126499 1.92 4.22 2.02
N -0.898308 -0.240865 -0.504486 -1.10 -2.14 1.69
O -2.201184 0.069580 -0.077237 0.18 0.18 -1.54
H 3.113261 -0.398955 0.112296 -0.63 1.41 -0.83
H -0.702726 -1.485403 1.319441 0.70 -0.32 -4.11
H -2.620394 0.067217 -0.966971 -0.28 0.04 1.09



62
Properties=species:S:1:pos:R:3:forces:R:3 method="wB97M-V/def2-TZVPD" spin_multiplicity=1 orbital_gap_ev=8.690 e_tot_ha=-2168.77533 smiles="C=C[C@@H]1CCCOS1(=O)=O.O=[N+]([O-])c1ccccc1.O=[N+]([O-])c1ccccc1.O=[N+]([O-])c1ccccc1" homo_energy_ev=-9.512 lumo_energy_ev=-0.822 charge=0
C 5.280093 -0.125735 2.151066 -2.48 -0.22 0.34
C 3.918153 -0.313044 2.374881 1.87 -0.11 -0.11
C 2.823455 -0.491086 1.245028 0.59 1.71 1.08
C 2.522342 0.961388 0.603869 -0.91 -0.60 0.15
C 2.233169 2.034963 1.739153 -0.42 0.11 -0.83
C 0.925803 1.606609 2.532433 0.34 1.71 -0.63
O 1.019276 0.333438 3.224817 0.54 -1.29 -1.84
S 1.250241 -0.927601 2.158363 -0.93 -5.15 0.10
O 0.094063 -1.165444 1.236874 2.49 2.00 1.71
O 1.564071 -2.181373 2.929188 -0.47 3.86 -1.08
H 5.837727 0.470207 2.936152 -0.30 -1.54 -0.91
H 5.763273 -0.521968 1.219596 -0.43 1.15 0.78
H 3.585615 -0.325832 3.459537 0.07 0.72 -1.58
H 3.089501 -1.265623 0.473271 -0.63 0.63 0.87
H 1.538437 0.833513 0.036951 1.24 0.21 0.50
H 3.288969 1.267206 -0.160229 -0.51 -0.38 1.07
H 1.973997 3.004525 1.195194 0.21 -1.16 0.82
H 3.120194 2.280935 2.389896 -1.00 -0.57 -0.57
H 0.725753 2.384326 3.338266 0.03 -1.17 -1.01
H 0.082930 1.555151 1.774490 0.77 0.10 1.07
O 2.086185 5.080927 3.688194 -0.19 0.04 0.04
N 1.108192 5.791660 3.846926 0.13 0.05 -0.37
O 0.631801 6.508384 2.986341 0.07 -0.16 0.19
C 0.466745 5.785200 5.162443 -0.33 0.00 0.74
C 1.004057 5.006546 6.182834 0.10 -0.08 0.02
C 0.405919 5.021470 7.436596 -0.13 0.14 -0.13
C -0.720650 5.805428 7.661517 0.01 0.00 -0.02
C -1.257628 6.573108 6.633381 0.19 -0.15 0.02
C -0.664157 6.566212 5.377285 -0.09 0.10 -0.06
H 1.881056 4.392429 6.018809 -0.08 0.14 -0.16
H 0.819709 4.423895 8.240501 -0.01 0.03 -0.10
H -1.181927 5.818994 8.643220 0.04 -0.01 -0.09
H -2.137317 7.180024 6.812941 0.08 -0.04 -0.06
H -1.088766 7.170170 4.584750 0.20 -0.12 -0.04
O 3.638003 -1.479055 -2.268345 -0.08 -0.07 -0.16
N 3.109317 -1.974395 -3.251628 0.25 0.09 -0.06
O 3.602226 -1.984135 -4.364449 -0.08 0.01 0.26
C 1.794040 -2.592264 -3.080640 -0.66 -0.30 0.08
C 1.184759 -2.566262 -1.831357 0.08 0.10 0.17
C -0.071696 -3.129133 -1.670549 -0.01 -0.06 -0.24
C -0.713783 -3.718402 -2.756247 -0.02 -0.09 0.15
C -0.093562 -3.750568 -4.003175 0.12 0.16 0.29
C 1.165482 -3.186036 -4.170366 -0.01 -0.03 -0.22
H 1.671209 -2.110559 -0.979074 0.02 0.00 -0.19
H -0.554283 -3.105775 -0.700193 0.11 0.05 -0.05
H -1.703325 -4.154931 -2.632296 0.85 0.29 0.03
H -0.595107 -4.213625 -4.846014 0.09 0.01 0.04
H 1.637016 -3.213880 -5.145242 0.11 0.10 0.18
O -5.199889 -5.722079 -3.479894 0.23 0.22 -0.07
N -4.374570 -4.864049 -3.724300 -0.15 -0.34 0.28
O -3.382606 -4.646813 -3.045046 -0.93 -0.24 -0.34
C -4.584994 -4.031773 -4.909246 -0.10 0.49 -0.64
C -5.721639 -4.224193 -5.688220 -0.12 -0.08 0.00
C -5.929441 -3.416101 -6.798835 0.21 0.07 0.09
C -5.004732 -2.429718 -7.125586 0.01 -0.02 0.02
C -3.865883 -2.250449 -6.347462 -0.18 -0.14 0.00
C -3.651589 -3.052293 -5.233460 0.11 0.04 0.06
H -6.448122 -4.989107 -5.442976 0.18 0.03 0.14
H -6.814552 -3.552757 -7.409143 0.07 -0.03 0.08
H -5.173020 -1.796829 -7.990379 0.02 -0.06 0.07
H -3.146929 -1.482375 -6.607764 -0.03 -0.08 0.06
H -2.762610 -2.901447 -4.632650 -0.16 -0.12 0.06